1.
Entry from the Open Molecules 2025 dataset: a 4-piece molecular cluster, C65H61N2O9 overall at a distorted geometry (wB97M-V/def2-TZVPD).

spin multiplicity	2
total charge	0
HOMO energy (spin up / spin down)	-0.3059 / -0.3213	Ha
DFT total energy	-89802.3926	eV
lowest unoccupied orbital energy (spin up / spin down)	-1.0647 / -1.0647	eV

Positions of all 137 atoms, in Å:
1 C 0.43 -3.35 0.00
2 O 0.39 -4.19 -1.14
3 C -0.59 -3.85 -2.09
4 C 0.01 -3.91 -3.48
5 C -0.63 -2.90 -4.45
6 C -0.48 -1.44 -3.99
7 C 0.14 -0.52 -5.04
8 C -0.57 -0.72 -6.41
9 C -1.15 0.52 -7.10
10 C -2.43 1.09 -6.55
11 O -2.56 2.28 -6.43
12 N -3.46 0.22 -6.20
13 C -3.85 0.16 -4.84
14 C -3.92 1.29 -4.03
15 C -4.25 1.17 -2.69
16 C -4.55 -0.07 -2.13
17 C -4.53 -1.18 -2.95
18 C -4.18 -1.08 -4.29
19 C 0.05 0.93 -4.56
20 C 0.78 1.27 -3.25
21 C 1.15 2.79 -3.32
22 C -0.11 1.10 -2.03
23 N 2.05 0.50 -3.12
24 O 2.11 -0.31 -2.12
25 C 2.63 -0.01 -4.38
26 C 3.16 1.13 -5.26
27 C 3.85 -0.84 -3.99
28 C 1.64 -0.90 -5.16
29 H -0.55 -2.97 0.27
30 H 1.12 -2.53 -0.20
31 H 0.82 -3.92 0.83
32 H -1.43 -4.55 -2.03
33 H -1.00 -2.86 -1.88
34 H 1.07 -3.73 -3.44
35 H -0.16 -4.90 -3.90
36 H -0.11 -3.03 -5.40
37 H -1.67 -3.17 -4.63
38 H 0.13 -1.43 -3.10
39 H -1.44 -1.02 -3.71
40 H -1.37 -1.45 -6.31
41 H 0.12 -1.17 -7.13
42 H -1.40 0.23 -8.12
43 H -0.44 1.33 -7.19
44 H -3.28 -0.72 -6.54
45 H -3.70 2.26 -4.43
46 H -4.28 2.06 -2.08
47 H -4.79 -0.13 -1.09
48 H -4.76 -2.14 -2.53
49 H -4.17 -1.97 -4.90
50 H -1.00 1.18 -4.40
51 H 0.41 1.60 -5.32
52 H 0.51 3.31 -4.02
53 H 2.19 2.92 -3.59
54 H 1.02 3.24 -2.34
55 H -1.03 1.64 -2.23
56 H 0.37 1.55 -1.17
57 H -0.31 0.07 -1.78
58 H 2.38 1.68 -5.77
59 H 3.75 1.79 -4.63
60 H 3.85 0.71 -5.97
61 H 3.56 -1.78 -3.53
62 H 4.41 -0.31 -3.23
63 H 4.50 -1.04 -4.83
64 H 1.95 -0.85 -6.20
65 H 1.81 -1.93 -4.86
66 C -3.71 2.61 6.15
67 C -2.92 2.58 7.30
68 C -1.56 2.38 7.20
69 C -0.97 2.20 5.95
70 C -1.76 2.21 4.80
71 C -3.12 2.43 4.91
72 C -1.16 1.97 3.46
73 O -1.85 1.98 2.46
74 C 0.30 1.69 3.38
75 C 0.87 1.41 2.15
76 C 2.23 1.13 2.06
77 C 3.02 1.16 3.20
78 C 2.45 1.46 4.43
79 C 1.09 1.71 4.53
80 C 0.50 1.98 5.87
81 O 1.20 2.02 6.86
82 H -4.78 2.76 6.22
83 H -3.38 2.71 8.27
84 H -0.94 2.36 8.09
85 H -3.73 2.45 4.01
86 H 0.25 1.40 1.26
87 H 2.67 0.90 1.09
88 H 4.08 0.97 3.13
89 H 3.06 1.49 5.32
90 C -4.28 -1.81 3.05
91 C -3.94 -3.15 3.25
92 C -4.69 -3.94 4.10
93 C -5.78 -3.39 4.77
94 C -6.12 -2.05 4.58
95 C -5.37 -1.27 3.71
96 C -7.26 -1.43 5.31
97 O -7.55 -0.26 5.15
98 C -8.03 -2.29 6.26
99 C -9.06 -1.72 6.99
100 C -9.80 -2.50 7.87
101 C -9.50 -3.85 8.02
102 C -8.46 -4.42 7.29
103 C -7.72 -3.64 6.42
104 C -6.59 -4.26 5.67
105 O -6.33 -5.44 5.80
106 H -3.69 -1.20 2.38
107 H -3.08 -3.57 2.74
108 H -4.43 -4.97 4.26
109 H -5.63 -0.23 3.56
110 H -9.29 -0.67 6.87
111 H -10.60 -2.06 8.44
112 H -10.08 -4.46 8.70
113 H -8.22 -5.47 7.40
114 C 9.00 4.22 3.41
115 C 7.85 3.57 3.83
116 C 7.19 2.70 2.97
117 C 7.69 2.48 1.70
118 C 8.83 3.14 1.27
119 C 9.49 4.01 2.13
120 C 9.35 2.97 -0.12
121 O 10.34 3.56 -0.49
122 C 8.61 2.06 -1.03
123 C 9.04 1.95 -2.34
124 C 8.38 1.11 -3.22
125 C 7.30 0.35 -2.78
126 C 6.85 0.46 -1.47
127 C 7.49 1.34 -0.59
128 C 6.97 1.52 0.80
129 O 5.97 0.96 1.20
130 H 9.52 4.90 4.08
131 H 7.46 3.75 4.82
132 H 6.30 2.19 3.30
133 H 10.38 4.52 1.79
134 H 9.89 2.53 -2.68
135 H 8.71 1.04 -4.24
136 H 6.80 -0.32 -3.48
137 H 6.00 -0.11 -1.13

2.
Entry from the Open Molecules 2025 dataset: a 10-piece molecular cluster, C5H27N2O9 overall at a distorted geometry (wB97M-V/def2-TZVPD).

spin multiplicity	2
total charge	+2
HOMO energy (spin up / spin down)	-0.6425 / -0.6430	Ha
energy above the lowest of the compared OMol25 structures with the same formula, charge and spin	1.218	eV
DFT total energy	-27012.3636	eV
lowest unoccupied orbital energy (spin up / spin down)	-7.2352 / -11.5958	eV

Positions of all 43 atoms, in Å:
1 C -1.41 -1.22 -2.03
2 C -2.11 -1.79 -0.82
3 C -1.49 -1.01 0.35
4 C -2.00 -0.86 1.61
5 N -0.97 -0.28 2.38
6 C 0.09 0.01 1.63
7 N -0.27 -0.28 0.30
8 H -0.36 -0.85 -1.89
9 H -1.11 -2.15 -2.58
10 H -2.03 -0.53 -2.60
11 H -1.89 -2.83 -0.48
12 H -3.19 -1.45 -0.77
13 H -2.94 -0.97 2.06
14 H -1.03 -0.07 3.32
15 H 1.08 0.54 1.84
16 H 0.38 -0.09 -0.53
17 H -2.01 2.41 -2.44
18 H -1.75 1.17 -1.70
19 O -1.45 2.01 -1.85
20 H -3.05 2.00 -0.56
21 H -4.06 1.91 0.41
22 O -3.55 1.37 -0.11
23 H 1.32 2.90 0.50
24 H 2.58 1.91 0.63
25 O 1.91 2.24 0.08
26 H 1.56 -3.82 0.47
27 H 1.80 -2.32 -0.05
28 O 1.53 -2.89 0.77
29 H 3.51 -0.16 2.05
30 H 2.88 -0.51 0.76
31 O 3.21 0.24 1.29
32 H 1.87 -2.04 3.65
33 H 1.87 -2.06 2.22
34 O 1.71 -1.41 2.96
35 H -0.45 2.88 -0.39
36 H -1.04 4.18 0.33
37 O -0.54 3.21 0.53
38 H 1.92 -0.57 -1.73
39 H 3.11 -1.57 -1.77
40 O 2.32 -1.31 -1.28
41 H 1.04 1.61 -2.87
42 H 1.72 1.53 -1.50
43 O 1.29 0.93 -2.20

3.
Entry from the Open Molecules 2025 dataset: C4H7NO2S as an isolated structure at a distorted geometry (wB97M-V/def2-TZVPD).

total charge	0
HOMO energy	-0.3044	Ha
energy above the lowest of the compared OMol25 structures with the same formula, charge and spin	3.464	eV
DFT total energy	-20679.2724	eV
lowest unoccupied orbital energy	-0.3549	eV

Positions of all 15 atoms, in Å:
1 C -0.53 0.90 0.21
2 C 0.69 1.11 -0.55
3 C 1.84 0.56 -0.22
4 C -0.76 -0.06 1.16
5 N 0.03 -1.17 1.18
6 O -0.42 -1.53 -1.41
7 O -2.68 -0.52 -1.27
8 S -1.30 -0.41 -1.67
9 H -1.09 1.79 -0.01
10 H 0.85 1.60 -1.50
11 H 2.82 0.92 -0.73
12 H 1.93 0.11 0.71
13 H -1.60 0.06 1.87
14 H -0.15 -1.91 1.90
15 H 0.39 -1.46 0.33

4.
Entry from the Open Molecules 2025 dataset: a 2-piece molecular cluster, C4H8OS overall at a distorted geometry (wB97M-V/def2-TZVPD).

total charge	0
HOMO energy (spin up / spin down)	-0.2789 / -0.2789	Ha
energy above the lowest of the compared OMol25 structures with the same formula, charge and spin	5.136	eV
DFT total energy	-17155.3146	eV
lowest unoccupied orbital energy (spin up / spin down)	-0.8402 / -0.8394	eV

Positions of all 14 atoms, in Å:
1 C 1.11 1.23 -1.38
2 C 0.07 0.47 -1.11
3 C -1.43 -1.22 -2.00
4 C -0.56 0.98 2.30
5 O -1.01 0.13 -1.62
6 S 0.13 -0.57 1.67
7 H 1.92 1.49 -0.63
8 H 1.18 1.75 -2.34
9 H -1.16 -1.33 -3.04
10 H -2.44 -1.15 -1.90
11 H -0.90 -1.87 -1.42
12 H -0.34 1.11 3.37
13 H -1.67 1.08 1.97
14 H 0.10 1.72 1.74

5.
Entry from the Open Molecules 2025 dataset: one molecule with the formula C4H11NS at a distorted geometry (wB97M-V/def2-TZVPD).

total charge	0
HOMO energy	-0.3085	Ha
energy above the lowest of the compared OMol25 structures with the same formula, charge and spin	0.550	eV
DFT total energy	-16651.2431	eV
lowest unoccupied orbital energy	1.0079	eV
SMILES	CCSCNC

Positions of all 17 atoms, in Å:
1 C -0.49 -1.43 1.84
2 C 0.74 -0.52 1.94
3 S 0.53 1.03 0.98
4 H -1.37 -0.98 2.29
5 H -0.69 -1.64 0.78
6 H -0.32 -2.42 2.27
7 H 0.83 -0.17 2.97
8 H 1.65 -1.05 1.68
9 C -0.81 1.21 -2.26
10 C 0.91 0.53 -0.68
11 N -0.24 0.10 -1.49
12 H -1.71 0.87 -2.77
13 H -1.08 2.09 -1.67
14 H -0.07 1.45 -3.03
15 H 1.29 1.42 -1.20
16 H 1.74 -0.17 -0.75
17 H -0.93 -0.31 -0.90

6.
Entry from the Open Molecules 2025 dataset: C21H18N7O6Pr as an isolated structure at a distorted geometry (wB97M-V/def2-TZVPD).

spin multiplicity	3
total charge	0
HOMO energy (spin up / spin down)	-0.3257 / -0.3257	Ha
DFT total energy	-58853.4514	eV
lowest unoccupied orbital energy (spin up / spin down)	-1.4065 / -1.4058	eV

Positions of all 53 atoms, in Å:
1 Pr -17.92 -7.74 3.57
2 O -18.03 -12.14 3.71
3 C -17.52 -11.03 3.52
4 O -17.94 -10.09 2.76
5 C -16.20 -10.68 4.31
6 C -15.68 -11.71 5.13
7 C -14.42 -11.42 5.82
8 C -13.73 -10.24 5.40
9 C -12.31 -10.11 5.67
10 C -11.60 -8.98 5.28
11 C -12.35 -7.90 4.66
12 C -13.71 -8.04 4.39
13 C -14.37 -9.25 4.68
14 N -15.60 -9.57 4.12
15 H -16.23 -12.63 5.27
16 H -14.04 -11.96 6.62
17 H -11.93 -11.04 6.25
18 H -10.47 -8.99 5.34
19 H -11.79 -7.01 4.44
20 H -14.21 -7.31 3.73
21 N -19.99 -9.12 5.07
22 C -21.20 -9.36 4.20
23 C -21.47 -8.16 3.28
24 N -20.26 -7.78 2.54
25 H -19.61 -10.00 5.45
26 H -20.14 -8.46 5.83
27 H -22.06 -9.46 4.92
28 H -21.07 -10.28 3.59
29 H -21.77 -7.33 3.96
30 H -22.35 -8.55 2.67
31 H -20.43 -7.04 1.88
32 H -20.05 -8.55 1.92
33 O -16.25 -6.18 2.83
34 C -17.18 -5.45 2.38
35 O -18.34 -6.00 2.16
36 C -16.97 -4.05 2.07
37 C -15.59 -3.64 2.22
38 C -15.39 -2.32 2.27
39 C -16.43 -1.38 2.04
40 C -17.69 -1.88 1.66
41 C -17.97 -3.26 1.71
42 N -18.63 -0.91 1.45
43 O -19.74 -1.37 1.03
44 O -18.40 0.35 1.62
45 H -14.78 -4.39 2.45
46 H -14.39 -1.92 2.30
47 H -16.26 -0.33 2.17
48 H -19.10 -3.64 1.71
49 N -17.11 -6.66 5.66
50 C -16.45 -5.70 5.76
51 N -15.81 -4.57 5.79
52 C -14.54 -4.54 5.43
53 N -13.44 -4.46 5.13

7.
Entry from the Open Molecules 2025 dataset: C45H42GeMnN3O6S2 as an isolated structure at a distorted geometry (wB97M-V/def2-TZVPD).

spin multiplicity	2
total charge	+3
HOMO energy (spin up / spin down)	-0.5760 / -0.5760	Ha
energy above the lowest of the compared OMol25 structures with the same formula, charge and spin	3.294	eV
DFT total energy	-173580.4501	eV
lowest unoccupied orbital energy (spin up / spin down)	-11.5566 / -9.9860	eV

Positions of all 100 atoms, in Å:
1 Mn -0.28 0.04 1.05
2 O 2.31 -3.46 0.65
3 C 1.71 -2.31 0.68
4 O 0.50 -2.15 0.75
5 C 2.58 -1.12 0.65
6 C 3.96 -1.10 0.71
7 C 4.60 0.13 0.81
8 C 3.84 1.29 0.88
9 C 2.46 1.17 0.81
10 N 1.85 0.00 0.67
11 C 1.46 2.28 1.02
12 O 1.76 3.40 1.29
13 O 0.25 1.80 0.86
14 H 1.70 -4.21 0.70
15 H 4.50 -2.03 0.69
16 H 5.68 0.18 0.87
17 H 4.28 2.27 1.01
18 C 0.14 0.21 5.53
19 S 0.65 1.03 4.00
20 O 0.48 -0.05 2.93
21 C 2.41 1.07 4.32
22 C 3.03 2.31 4.44
23 C 4.39 2.35 4.72
24 C 5.11 1.17 4.86
25 C 4.47 -0.06 4.71
26 C 3.12 -0.12 4.44
27 H 0.61 -0.78 5.56
28 H -0.94 0.13 5.55
29 H 0.48 0.83 6.36
30 H 2.46 3.22 4.32
31 H 4.88 3.30 4.84
32 H 6.16 1.20 5.09
33 H 5.03 -0.98 4.84
34 H 2.62 -1.08 4.33
35 C -3.31 3.15 2.59
36 S -3.27 1.43 2.07
37 O -1.76 1.11 2.02
38 C -3.74 1.55 0.35
39 C -4.57 0.55 -0.14
40 C -4.82 0.50 -1.51
41 C -4.28 1.46 -2.34
42 C -3.48 2.48 -1.82
43 C -3.19 2.51 -0.47
44 H -2.56 3.72 2.07
45 H -3.13 3.17 3.66
46 H -4.32 3.52 2.38
47 H -5.02 -0.17 0.54
48 H -5.47 -0.27 -1.91
49 H -4.48 1.43 -3.41
50 H -3.11 3.26 -2.47
51 H -2.55 3.29 -0.07
52 N -4.92 -3.91 2.76
53 C -3.90 -3.14 2.37
54 C -3.49 -3.07 1.02
55 C -2.47 -2.23 0.67
56 N -1.81 -1.44 1.54
57 C -2.17 -1.53 2.83
58 C -3.18 -2.34 3.28
59 H -5.41 -4.50 2.11
60 H -5.20 -3.96 3.73
61 H -3.97 -3.68 0.27
62 H -2.16 -2.18 -0.37
63 H -1.62 -0.92 3.53
64 H -3.41 -2.37 4.34
65 C -0.81 -0.12 -0.73
66 Ge 0.13 -0.20 -2.49
67 C -0.97 -1.38 -3.65
68 C -1.11 -1.12 -5.00
69 C -1.88 -1.97 -5.79
70 C -2.46 -3.10 -5.23
71 C -2.29 -3.39 -3.88
72 C -1.53 -2.53 -3.09
73 C 1.98 -0.88 -2.65
74 C 2.31 -2.18 -2.25
75 C 3.57 -2.69 -2.48
76 C 4.51 -1.92 -3.15
77 C 4.19 -0.64 -3.58
78 C 2.92 -0.12 -3.33
79 C 0.15 1.71 -2.99
80 C -0.61 2.21 -4.05
81 C -0.47 3.54 -4.41
82 C 0.37 4.38 -3.70
83 C 1.12 3.88 -2.64
84 C 1.01 2.55 -2.28
85 H -1.88 -0.10 -0.98
86 H -0.61 -0.28 -5.46
87 H -1.99 -1.77 -6.85
88 H -3.04 -3.78 -5.85
89 H -2.71 -4.28 -3.46
90 H -1.36 -2.78 -2.05
91 H 1.54 -2.81 -1.80
92 H 3.81 -3.70 -2.18
93 H 5.49 -2.32 -3.36
94 H 4.91 -0.04 -4.12
95 H 2.67 0.88 -3.68
96 H -1.28 1.57 -4.60
97 H -1.04 3.92 -5.26
98 H 0.45 5.42 -3.97
99 H 1.80 4.53 -2.10
100 H 1.61 2.15 -1.48

8.
Entry from the Open Molecules 2025 dataset: C7H5CoLiO3 as an isolated structure at a distorted geometry (wB97M-V/def2-TZVPD).

spin multiplicity	5
total charge	+1
HOMO energy (spin up / spin down)	-0.4459 / -0.4693	Ha
DFT total energy	-51302.1938	eV
lowest unoccupied orbital energy (spin up / spin down)	-4.9805 / -6.2937	eV

Positions of all 17 atoms, in Å:
1 O -4.33 0.59 0.41
2 C -3.20 0.28 0.47
3 C -1.92 0.14 0.58
4 C -0.87 -0.70 0.65
5 C 0.52 -0.28 1.09
6 O 0.85 -0.96 2.21
7 Co -1.21 2.64 -0.06
8 H -1.02 -1.78 0.61
9 H 0.58 0.83 1.17
10 C 0.67 1.09 -1.69
11 C 1.38 -0.01 -1.44
12 C 1.40 -0.72 -0.15
13 O 2.22 -1.61 0.05
14 Li 2.18 -2.15 1.93
15 H 0.04 1.55 -0.94
16 H 0.72 1.57 -2.67
17 H 2.00 -0.47 -2.22

Which of these has the lowest DFT total energy? C45H42GeMnN3O6S2

Look up the total charge of the first one. 0